The following is a DFT calculation (the ωB97M-V functional and the def2-TZVPD basis) of 2 unconnected molecules or ions with the total composition C9H14 in a non-equilibrium geometry.

Geometry as XYZ:
```
23
Properties=species:S:1:pos:R:3:nbo_charge:R:1
C -1.84340 -1.29649 -0.17716 -0.640
C -0.45693 0.09474 -1.69225 -0.210
C -0.96710 -0.12715 -0.38870 -0.023
C 0.43870 1.10292 -1.85435 -0.221
C -0.92392 0.83581 0.55179 -0.236
C 0.72530 1.95127 -0.84263 -0.239
C -0.09555 1.95145 0.26194 -0.184
H -0.59408 -0.65716 -2.48985 0.217
H 0.79445 1.26625 -2.80831 0.212
H -1.85264 -1.99683 -1.05000 0.217
H -2.80268 -0.89139 0.08256 0.223
H -1.52317 0.81787 1.49276 0.220
H 1.37440 2.96368 -0.56305 0.236
H -0.06334 2.77418 1.06290 0.206
H -1.56331 -2.05429 0.67251 0.219
C 1.10937 -1.42928 2.18071 -0.635
C 1.67010 -1.86128 0.92575 -0.622
H 0.97567 -2.07925 3.05190 0.210
H 1.76686 -0.84479 2.88271 0.207
H 0.09970 -0.94612 2.06703 0.208
H 2.27257 -0.97529 0.52570 0.211
H 2.37675 -2.64842 1.07275 0.212
H 0.79949 -2.06040 0.20980 0.212
```

Properties
SMILES: Cc1ccccc1.CC
Energy relative to the best compared isomer or geometry (same formula, charge and spin), kJ/mol: 243.1